Record 1
The following is a quantum chemistry calculation of 2 unconnected molecules or ions with the total composition C31H39F5N2OP, from the Open Molecules 2025 dataset.

Positions of all 79 atoms, in Å:
C1 -5.99307 -2.27278 1.15068
C2 -4.69923 -1.49311 1.34330
C3 -3.76028 -1.67022 0.14970
C4 -2.41034 -0.95453 0.29272
P1 -2.54293 0.80583 0.73048
C5 -0.92884 1.51622 1.24186
C6 -0.95941 2.13100 2.65462
C7 -2.04521 3.18845 2.86252
C8 -2.01564 3.79603 4.26476
C9 -2.80048 1.52703 -0.94665
C10 -3.25847 2.98967 -0.92469
C11 -3.46678 3.57646 -2.33249
C12 -2.20623 3.64000 -3.19187
H1 -6.60392 -2.22296 2.05208
H2 -6.57996 -1.86627 0.32345
H3 -5.78845 -3.32473 0.93631
H4 -4.91659 -0.42664 1.48683
H5 -4.18844 -1.83852 2.24926
H6 -3.55818 -2.74160 0.00332
H7 -4.27123 -1.32457 -0.76157
H8 -1.81075 -1.42552 1.09051
H9 -1.89053 -0.99896 -0.67528
H10 -0.18688 0.70896 1.20595
H11 -0.66789 2.28577 0.49614
H12 -1.08592 1.33059 3.39988
H13 0.02702 2.58016 2.84635
H14 -1.91143 3.98615 2.11986
H15 -3.03129 2.74120 2.67605
H16 -2.72570 4.62305 4.33140
H17 -2.29082 3.05752 5.02338
H18 -1.02185 4.18280 4.50865
H19 -1.84642 1.40396 -1.48658
H20 -3.56955 0.91067 -1.44708
H21 -4.21416 3.06564 -0.38490
H22 -2.53429 3.60885 -0.37482
H23 -4.22634 2.97522 -2.84638
H24 -3.88018 4.58457 -2.21497
H25 -2.42919 4.13821 -4.14065
H26 -1.41194 4.20840 -2.69297
H27 -1.82370 2.63890 -3.42135
C13 3.10893 -0.37669 4.28972
N1 3.91838 -0.67311 3.12207
C14 5.28980 -0.85524 3.19209
C15 5.72199 -1.12620 1.94100
N2 4.60912 -1.12762 1.10867
C16 4.67478 -1.51657 -0.27185
C17 5.43616 -0.75474 -1.14455
F1 5.95846 0.41271 -0.69621
C18 5.60429 -1.13931 -2.46992
F2 6.33467 -0.38505 -3.31821
C19 4.98568 -2.30664 -2.92097
F3 5.11061 -2.67417 -4.21291
C20 4.21435 -3.08367 -2.05351
F4 3.58396 -4.18776 -2.51234
C21 4.07758 -2.68696 -0.72656
F5 3.35646 -3.44179 0.13828
C22 3.51480 -0.80776 1.82962
C23 2.11704 -0.74093 1.36382
C24 1.84696 -0.47123 -0.04298
C25 0.63673 -0.82648 -0.56843
C26 0.54052 -1.20214 -1.98091
C27 -0.34916 -2.21918 -2.40493
C28 -0.31652 -2.70201 -3.71041
C29 0.62666 -2.21130 -4.62294
C30 1.51367 -1.20375 -4.22039
C31 1.45249 -0.68273 -2.92789
O1 1.18343 -0.93655 2.18690
H28 2.05467 -0.47146 4.02345
H29 3.35985 -1.08680 5.08756
H30 3.32370 0.63928 4.64935
H31 5.82877 -0.79470 4.12026
H32 6.70526 -1.35115 1.57381
H33 2.66268 -0.04648 -0.62364
H34 -0.10237 -1.23077 0.11710
H35 -1.04619 -2.64161 -1.67842
H36 -1.02789 -3.47076 -4.02031
H37 0.66448 -2.59873 -5.64374
H38 2.24811 -0.80747 -4.92544
H39 2.10257 0.14662 -2.64405

Cartesian forces (eV/Å) of the 6 atoms listed first:
0.0 0.0 0.1
0.0 0.0 -0.2
-0.1 0.2 0.1
0.6 -0.2 -0.3
-1.9 1.0 0.6
0.4 -0.3 -0.2

The HOMO energy comes out at -9.543 eV. Its HOMO-LUMO gap is 4.88 eV. Its net charge is +1. Its strongest force on any atom is 3.75 eV Å⁻¹. As for the electronic energy: -2229.78349 Eh.

***

Record 2
The following is a quantum chemistry calculation of C4H10N2O2 in the gas phase, from the Open Molecules 2025 dataset.

Positions of all 18 atoms, in Å:
C1 0.41913 0.46975 0.99434
C2 -0.44109 1.69866 1.17032
C3 -0.24460 -0.76012 -1.04796
N1 -1.32807 -1.40480 -0.63738
N2 0.26400 -0.67048 -2.77227
C4 0.66326 0.07933 -0.74959
O1 1.73377 0.70735 1.41190
O2 -0.08164 -0.60973 1.75363
H1 2.21036 -0.10955 1.19219
H2 -0.07858 -0.31938 2.68393
H3 -1.96876 -0.95533 0.01327
H4 -1.19709 -2.38063 -0.41121
H5 -0.56724 -0.95331 -3.28300
H6 1.00419 -1.35723 -2.91457
H7 1.58858 0.51330 -1.08842
H8 -0.12354 2.49722 0.49793
H9 -1.49856 1.47580 0.99076
H10 -0.35412 2.07914 2.19613

Cartesian forces (eV/Å) of the 6 atoms listed first:
1.4 -0.3 -2.6
0.2 0.3 0.1
2.4 0.2 -6.7
-1.7 -0.7 0.4
-1.6 -1.1 1.7
-0.8 1.8 8.3

The HOMO energy comes out at -8.559 eV. Its HOMO-LUMO gap is 9.24 eV. Its net charge is 0. For the energy relative to the best compared isomer or geometry (same formula, charge and spin), the calculation gives 504.2 kJ/mol. Its strongest force on any atom is 8.56 eV Å⁻¹. As for the electronic energy: -418.26891 Eh. The SMILES is CC(O)(O)C=C(N)N.

***

Record 3
The following is a quantum chemistry calculation of 2 unconnected molecules or ions with the total composition C56H71N4, from the Open Molecules 2025 dataset.

Positions of all 131 atoms, in Å:
C1 0.82360 0.72120 -1.32353
C2 1.82241 -0.43557 -1.21878
C3 1.71261 -1.20585 -2.56056
C4 3.26166 0.08705 -1.13135
C5 1.52138 -1.33675 0.01074
C6 1.20905 -2.65775 -0.27763
C7 1.11192 -3.61864 0.69419
C8 1.30148 -3.26542 2.00254
C9 1.52490 -1.95505 2.39083
C10 1.68290 -1.77153 3.92256
C11 1.14732 -0.41554 4.36666
C12 3.17085 -1.96301 4.30615
C13 0.84419 -2.80368 4.72911
C14 1.64798 -0.94402 1.38150
N1 1.87696 0.45767 1.73297
C15 3.15145 0.94410 2.32841
C16 2.80894 2.30827 2.93531
N2 1.51000 2.68960 2.32325
C17 1.07895 4.08497 2.40030
C18 1.65001 5.07329 1.53254
C19 2.82011 4.86108 0.53883
C20 2.74205 5.83100 -0.67403
C21 2.79489 3.46345 -0.08256
C22 4.15173 5.14020 1.27979
C23 1.21511 6.38568 1.63024
C24 0.24805 6.77349 2.51984
C25 -0.28986 5.84051 3.36696
C26 0.09550 4.50710 3.34990
C27 -0.50853 3.67052 4.50776
C28 -1.98895 4.06233 4.75688
C29 0.32534 3.92904 5.77541
C30 -0.51889 2.16998 4.25483
C31 0.93199 1.52309 1.71974
C32 -0.36769 1.32543 1.32107
C33 -1.41081 2.31728 1.16244
C34 -1.15035 3.62121 0.72118
C35 -2.14403 4.57135 0.69577
C36 -3.43167 4.23872 1.07561
C37 -3.72775 2.93812 1.43985
C38 -2.73909 1.98235 1.47187
H1 0.97402 1.43438 -0.52290
H2 0.94645 1.26165 -2.26242
H3 -0.20084 0.34973 -1.27735
H4 2.40776 -2.04415 -2.60396
H5 0.69964 -1.57496 -2.71936
H6 1.94639 -0.55364 -3.40236
H7 3.96665 -0.74221 -1.05943
H8 3.52000 0.67802 -2.01098
H9 3.38815 0.71607 -0.25847
H10 1.06695 -2.97195 -1.29536
H11 0.90625 -4.64444 0.42991
H12 1.28589 -4.04645 2.74190
H13 0.11204 -0.30763 4.04279
H14 1.18552 -0.30015 5.44947
H15 1.72866 0.38636 3.94089
H16 3.42260 -3.02283 4.36316
H17 3.83778 -1.53647 3.55956
H18 3.40097 -1.51490 5.27405
H19 1.25162 -3.81264 4.67126
H20 0.82561 -2.54097 5.78850
H21 -0.18616 -2.82131 4.37199
H22 3.55108 0.25356 3.06913
H23 3.91914 1.03448 1.55789
H24 2.69550 2.25879 4.02303
H25 3.58035 3.05196 2.74104
H26 2.97245 6.86188 -0.40475
H27 3.46615 5.54323 -1.43808
H28 1.75041 5.80240 -1.12703
H29 2.80337 2.68876 0.66940
H30 1.89681 3.34485 -0.68676
H31 3.65974 3.30507 -0.72564
H32 4.13426 4.76671 2.30140
H33 5.00155 4.69315 0.76265
H34 4.33476 6.21344 1.35639
H35 1.66718 7.14706 1.01972
H36 -0.07224 7.80338 2.56662
H37 -1.00392 6.17999 4.09707
H38 -2.53056 4.10726 3.81208
H39 -2.48743 3.32415 5.38622
H40 -2.09160 5.02464 5.25654
H41 1.35497 3.60266 5.62319
H42 0.33897 4.98901 6.03041
H43 -0.07883 3.38254 6.62890
H44 0.47261 1.83913 3.98115
H45 -0.82904 1.62419 5.14670
H46 -1.21327 1.91665 3.46062
H47 -0.67195 0.30096 1.17911
H48 -0.15621 3.86825 0.38985
H49 -1.91505 5.57985 0.39415
H50 -4.20471 4.98884 1.07929
H51 -4.73636 2.66911 1.70753
H52 -2.96511 0.97044 1.76999
C39 2.05335 -1.29349 -6.95081
N3 0.65782 -1.70651 -7.12324
C40 -0.15118 -0.93088 -8.07119
C41 0.07110 -2.70840 -6.28358
C42 -0.67054 -2.34722 -5.14533
C43 -1.27981 -3.29641 -4.37670
C44 -1.19066 -4.67146 -4.70036
C45 -1.91024 -5.65335 -3.97377
C46 -3.11610 -5.41269 -3.26171
C47 -3.84164 -6.35652 -2.43991
C48 -3.51259 -7.62291 -1.94254
C49 -4.44340 -8.30728 -1.19688
C50 -5.70645 -7.76131 -0.94638
C51 -6.04381 -6.51317 -1.41663
C52 -5.10203 -5.79547 -2.15851
N4 -5.14491 -4.52862 -2.76303
C53 -6.31360 -3.66310 -2.85558
C54 -3.95770 -4.30625 -3.40707
C55 -0.37976 -5.03243 -5.80626
C56 0.22344 -4.07535 -6.57394
H53 2.52617 -1.89775 -6.17794
H54 2.60400 -1.42260 -7.88088
H55 2.10153 -0.24856 -6.64931
H56 -1.17936 -1.28897 -8.07657
H57 -0.15559 0.12224 -7.80001
H58 0.24861 -1.03052 -9.07817
H59 -0.74978 -1.30536 -4.89243
H60 -1.79764 -3.00770 -3.47796
H61 -1.60606 -6.68041 -4.08169
H62 -2.53991 -8.03668 -2.13635
H63 -4.19787 -9.27658 -0.79406
H64 -6.42683 -8.32547 -0.37594
H65 -7.01241 -6.08918 -1.22331
H66 -7.14697 -4.08294 -2.29986
H67 -6.08123 -2.68075 -2.45096
H68 -6.60799 -3.55656 -3.89760
H69 -3.77033 -3.45608 -4.03611
H70 -0.29676 -6.07264 -6.07146
H71 0.81243 -4.35383 -7.43125

Cartesian forces (eV/Å) of the 6 atoms listed first:
0.3 0.1 -0.1
-0.2 0.1 -0.4
0.1 0.0 0.4
-0.1 -0.1 0.1
0.3 0.5 -0.1
-0.1 0.0 -0.1

The HOMO energy comes out at -8.220 eV. Its HOMO-LUMO gap is 3.22 eV. Its net charge is +1. For the energy relative to the best compared isomer or geometry (same formula, charge and spin), the calculation gives 201.6 kJ/mol. Its strongest force on any atom is 2.03 eV Å⁻¹. As for the electronic energy: -2395.19846 Eh.

***

Record 4
The following is a quantum chemistry calculation of a gas-phase ion, C6H13N2P2 (charge +1), from the Open Molecules 2025 dataset.

Positions of all 23 atoms, in Å:
C1 0.06040 -0.43810 0.01796
C2 0.86884 -1.61743 -0.38103
C3 -2.20229 0.58675 0.07634
C4 2.66476 0.52956 0.24970
C5 -1.40640 -0.47368 -0.48892
C6 1.88128 -2.08685 0.38910
N1 -1.92769 1.83051 -0.22611
N2 -3.08603 0.20586 0.90297
P1 4.11756 0.71578 -0.56470
P2 1.13598 0.96675 -0.40363
H1 0.04554 -0.58966 1.09482
H2 0.80581 -1.87089 -1.39687
H3 -1.39195 -0.57127 -1.57741
H4 -1.85188 -1.44711 -0.43110
H5 2.49132 -2.78696 0.05879
H6 2.00836 -1.50075 1.38086
H7 -1.08909 1.98643 -0.79854
H8 -2.26264 2.59038 0.41333
H9 -3.22626 -0.80105 1.11698
H10 -3.61621 0.81789 1.39447
H11 5.03244 0.56410 0.44241
H12 0.64763 2.13298 0.35421
H13 0.30052 1.25680 -1.62364

Cartesian forces (eV/Å) of the 6 atoms listed first:
-0.7 -1.1 1.4
1.5 -0.5 0.8
1.3 0.0 -1.5
0.7 1.2 -0.9
2.2 -1.3 -2.2
-4.4 5.1 2.3

The HOMO energy comes out at -11.010 eV. Its HOMO-LUMO gap is 7.63 eV. Its net charge is +1. For the energy relative to the best compared isomer or geometry (same formula, charge and spin), the calculation gives 7.6 kJ/mol. Its strongest force on any atom is 7.10 eV Å⁻¹. As for the electronic energy: -1028.20456 Eh. The SMILES is C=C[C@H](CC(N)=[NH2+])[PH2]=C=P.